Entry A
DFT (ωB97M-V/def2-TZVPD) results for a cluster of 20 separate species, H41O20 in total.

The geometry in XYZ format:
```
61
Properties=species:S:1:pos:R:3
O -1.660 -1.775 0.634
H -1.016 -1.103 0.243
O 2.577 -3.953 -2.187
H 2.782 -3.038 -2.417
H 3.440 -4.351 -2.355
O -1.753 -1.001 2.957
H -0.992 -0.479 3.454
H -1.976 -1.585 3.691
O 4.473 -0.024 -2.013
H 4.775 -0.745 -2.570
H 5.247 0.261 -1.528
O 2.130 0.100 -1.186
H 0.506 -2.750 -0.964
H 1.492 0.782 -0.949
O 0.346 -1.803 -1.033
H -1.687 -3.571 -1.534
H 1.241 -1.398 -0.887
O -1.319 -4.301 -1.017
H -0.761 -4.746 -1.668
H 0.597 3.417 3.532
O 0.718 -0.896 1.508
H 0.531 -1.829 1.530
H 1.592 -0.691 1.841
O -0.731 2.799 0.322
H -1.435 2.465 -0.245
H 2.415 0.206 -2.094
O -2.378 4.302 -3.047
H -3.272 4.040 -3.287
H -2.489 5.073 -2.495
O -4.145 -2.469 -0.261
H -3.858 -1.585 -0.486
H -1.426 -1.417 1.729
O 0.128 0.198 4.103
H -0.031 1.154 4.099
H 0.708 -0.003 4.837
O 3.528 1.664 3.178
H 3.115 2.430 3.603
H 2.796 1.189 2.787
O 0.439 -0.928 -5.017
H -0.042 -1.405 -5.704
H 1.323 -1.289 -5.145
O -3.006 1.194 -0.821
H -3.914 -2.647 0.655
H -3.588 0.543 -0.395
O -0.778 4.256 3.008
H -0.881 5.200 2.896
H -0.923 3.743 2.212
O -0.535 0.528 -2.020
H -0.444 -0.442 -1.970
H -0.595 0.748 -2.954
O 1.337 2.774 3.366
H -2.219 0.780 -0.434
H 1.509 2.995 2.442
O -2.034 -4.083 1.663
H -1.743 -4.689 2.354
H -1.823 -4.573 0.846
O 1.215 4.022 -1.448
H 2.172 3.911 -1.326
H 1.309 4.339 -2.358
H -1.022 -2.513 0.572
H 0.031 2.972 -0.245
```

Total charge: +1
HOMO-LUMO gap: 10.419 eV

***

Entry B
DFT (ωB97M-V/def2-TZVPD) results for a cluster of 20 separate species, H41O20 in total.

The geometry in XYZ format:
```
61
Properties=species:S:1:pos:R:3
O 2.031 2.226 -2.167
H 0.148 1.549 1.396
O 4.022 0.562 2.904
H 4.578 0.765 2.194
H 3.590 -3.212 0.396
O -3.009 0.600 3.922
H -3.149 1.097 4.689
H -2.962 -0.308 4.252
O -0.936 -4.060 0.636
H -0.256 -4.310 1.261
H 0.415 -0.421 -5.513
O -1.245 -1.739 3.643
H -2.329 -0.112 1.306
H -0.506 -4.139 -0.221
O -0.677 1.345 1.924
H 5.347 -1.549 -0.452
H -1.388 -2.603 4.013
O -4.460 -2.436 1.343
H 2.372 1.930 1.259
H 5.537 1.081 -0.072
O -1.140 -2.592 -2.238
H -1.619 -3.415 -1.920
H -1.920 -2.303 -2.718
O -2.749 0.228 0.523
H -3.591 0.067 0.942
H -1.716 -1.150 4.321
O -1.613 2.153 -0.886
H -2.191 1.678 -0.227
H -1.378 3.040 -0.609
O -1.690 0.066 -2.697
H -2.654 0.232 -2.468
H -4.912 -2.001 2.108
O 4.911 -0.814 -0.929
H 5.073 -1.213 -1.823
H -0.780 -1.697 -0.625
O -0.363 4.024 2.125
H -1.003 4.436 1.515
H -0.578 3.126 1.824
O 2.473 -0.454 -2.297
H 3.686 1.165 3.557
H 3.187 -0.311 -1.692
O 1.679 2.512 0.978
H -1.382 0.979 -2.629
H 2.261 1.810 -2.998
O -0.352 0.015 -5.853
H -0.643 -0.487 -1.680
H -0.138 0.923 -5.954
O -0.328 -0.814 -0.759
H -0.589 -0.143 -0.067
H 2.028 -1.269 -2.061
O 5.421 1.890 0.404
H 1.531 1.673 -1.599
H -3.967 -3.198 1.665
O 3.149 -2.512 -0.077
H 1.818 3.256 1.614
H 3.508 -1.611 -0.064
O -4.837 0.714 -2.311
H -4.886 0.064 -1.618
H -5.378 1.441 -1.999
H -0.704 1.655 2.803
H 5.253 2.570 -0.293
```

Total charge: +1
HOMO-LUMO gap: 10.470 eV

***

Going by the computed energies, the most stable comes first: entry A, entry B.